(1)
Molecular formula: C6H11N2O2S
Method: DFT, wB97M-V/def2-TZVPD

```
! wB97M-V def2-TZVPD RIJCOSX def2/J DEFGRID3
* xyz 1 1
C 1.757 1.095 0.113
C 1.320 2.239 0.519
C -1.593 0.315 -1.270
C -1.880 -0.014 1.212
C 3.105 -0.692 -1.368
C -1.182 -0.584 -0.115
N 0.827 -1.204 0.920
N 0.242 -0.761 -0.116
O 0.906 3.296 0.801
O 2.091 -1.415 0.869
S 2.984 0.087 0.199
H -0.693 0.995 -1.323
H -1.838 -0.240 -2.210
H -2.391 0.985 -0.958
H -2.871 0.117 0.785
H -1.568 1.052 1.306
H -1.662 -0.651 2.082
H 3.394 0.026 -2.142
H 2.057 -1.091 -1.648
H 3.936 -1.402 -1.396
H -1.527 -1.493 -0.397
H 0.326 -1.354 1.834
*
```

Calculated values
E_LUMO	-5.452	eV
largest force on an atom	3.87	eV Å⁻¹
orbital gap	7.9	eV
energy relative to the best compared isomer or geometry (same formula, charge and spin)	5.649	eV

Results of the Mulliken charge analysis, in e, for atoms 1 through 8:
1. C -0.3119
2. C 0.9715
3. C -0.9571
4. C -1.2183
5. C -0.7359
6. C -0.0359
7. N 0.3547
8. N -0.1333

(2)
Molecular formula: C6H11N2O3
Method: DFT, wB97M-V/def2-TZVPD

```
! wB97M-V def2-TZVPD RIJCOSX def2/J DEFGRID3
* xyz 0 2
C 0.519 -0.053 -0.476
C -0.349 -1.002 0.174
C -0.446 -1.218 1.627
O 0.333 -0.724 2.449
C 0.414 -0.134 -1.996
C 1.984 -0.160 -0.043
H -1.022 -1.593 -0.451
N -1.490 -1.984 2.023
H 0.764 0.804 -2.451
H 1.048 -0.942 -2.387
H -0.619 -0.311 -2.323
H 2.098 0.025 1.030
H 2.374 -1.159 -0.282
H 2.593 0.566 -0.602
H -2.144 -2.386 1.368
H -1.652 -2.126 3.010
C -0.010 1.769 0.064
H 0.039 1.729 1.154
H 0.707 2.430 -0.424
N -1.354 2.093 -0.364
O -2.282 1.745 0.350
O -1.504 2.630 -1.451
*
```

Calculated values
E_LUMO (spin up / spin down)	0.130 / -1.575	eV
largest force on an atom	2.83	eV Å⁻¹
orbital gap (spin up / spin down)	9.1 / 8.5	eV
energy relative to the best compared isomer or geometry (same formula, charge and spin)	0.265	eV

Results of the Mulliken charge analysis, in e, for atoms 1 through 8:
1. C 1.7546
2. C -0.9977
3. C 0.7200
4. O -0.6464
5. C -1.6397
6. C -1.6186
7. H 0.1816
8. N -0.4131